{"formula": "C22H19BrF6N8O8PrS2", "method": "ωB97M-V/def2-TZVPD", "species": ["Pr", "F", "C", "F", "F", "S", "O", "O", "N", "S", "O", "O", "C", "F", "F", "F", "C", "O", "C", "C", "C", "Br", "C", "C", "C", "O", "C", "N", "C", "C", "C", "C", "C", "C", "N", "H", "H", "H", "H", "H", "H", "H", "H", "H", "H", "H", "N", "C", "N", "N", "C", "N", "H", "H", "H", "H", "O", "C", "C", "C", "C", "O", "N", "H", "H", "H", "H"], "positions_angstrom": [[0.9598, 0.7726, 0.1814], [3.3248, 1.9679, 1.3230], [3.4009, 2.0438, 2.6776], [3.2929, 3.3208, 3.0099], [4.6064, 1.6093, 3.0081], [1.9852, 0.9846, 3.3599], [1.6573, 0.1823, 2.1916], [2.4701, 0.3362, 4.5132], [0.8703, 2.0624, 3.6172], [-0.0593, 2.2151, 2.3652], [0.6565, 2.6633, 1.1876], [-0.8923, 1.0802, 2.1092], [-1.2427, 3.5899, 2.7944], [-0.6348, 4.7591, 2.8842], [-1.8805, 3.3261, 3.9211], [-2.1344, 3.6435, 1.8049], [-0.0333, 2.4305, -3.1233], [-0.4271, 1.5570, -2.0700], [-1.6671, 0.9697, -2.2335], [-2.5202, 1.1595, -3.2890], [-3.7614, 0.5070, -3.2883], [-4.9100, 0.7839, -4.7717], [-4.1538, -0.2990, -2.2543], [-3.2970, -0.5045, -1.1574], [-2.0118, 0.1131, -1.1362], [-1.1631, -0.0204, -0.1780], [-3.6702, -1.2940, -0.0277], [-2.8228, -1.5460, 0.9758], [-3.4590, -2.2533, 1.9558], [-3.0177, -2.7258, 3.1811], [-3.9437, -3.3897, 3.9594], [-5.2580, -3.5800, 3.5282], [-5.7021, -3.1240, 2.2996], [-4.7808, -2.4517, 1.5123], [-4.8675, -1.8479, 0.2722], [-0.7417, 3.2561, -3.2275], [0.0474, 1.8833, -4.0662], [0.9446, 2.8178, -2.8420], [-2.2718, 1.7908, -4.1260], [-5.1148, -0.7832, -2.2959], [-1.8704, -1.1602, 0.9338], [-1.9997, -2.5733, 3.4991], [-3.6450, -3.7663, 4.9247], [-5.9443, -4.0991, 4.1783], [-6.7200, -3.2814, 1.9793], [-5.7032, -1.8229, -0.2903], [6.9451, 2.2563, -2.0081], [5.7909, 1.6808, -1.6548], [5.7844, 0.4075, -1.2542], [4.6970, 2.4096, -1.7502], [3.5029, 2.1128, -1.4742], [2.3491, 2.0174, -1.2924], [7.8117, 1.7476, -1.9996], [6.9428, 3.2092, -2.3295], [6.6498, -0.0774, -1.0929], [4.9195, -0.0188, -0.9101], [-0.5228, -2.4583, -1.7571], [0.6683, -2.3442, -1.6088], [1.7541, -3.2759, -2.1383], [3.0595, -2.5948, -1.7292], [2.5796, -1.4008, -0.9267], [3.2962, -0.5567, -0.3448], [1.2523, -1.3049, -0.9014], [1.6431, -3.3870, -3.2152], [1.6290, -4.2597, -1.6840], [3.6432, -2.2449, -2.5824], [3.7097, -3.2212, -1.1168]], "lowdin_charge": [1.26, 0.09, -0.60, 0.17, 0.18, 0.68, -0.40, -0.18, -0.23, 0.66, -0.36, -0.25, -0.65, 0.18, 0.18, 0.17, -0.05, -0.15, -0.16, -0.04, -0.67, 0.76, -0.07, -0.06, -0.24, -0.22, -0.14, 0.23, -0.16, 0.01, -0.07, -0.07, 0.00, -0.16, 0.21, 0.11, 0.11, 0.07, 0.10, 0.10, 0.15, 0.12, 0.11, 0.11, 0.12, 0.18, 0.19, -0.47, 0.21, 0.16, -0.27, 0.07, 0.12, 0.13, 0.12, 0.07, 0.11, -0.44, -0.06, -0.06, -0.47, -0.06, 0.02, 0.13, 0.13, 0.13, 0.13], "multiplicity": 3, "lumo_energy_ev": [-2.420, -2.419], "gap_ev": [7.713, 7.726], "e_homo_ev": [-10.13, -10.15], "charge": 1, "energy_ev": -173508.6580, "molar_mass_g_mol": 922.38}